# C7H4ClNO3S

A cluster of 2 separate species, C7H4ClNO3S in total (wB97M-V/def2-TZVPD, OMol25).

Output
* total charge: 0
* M: 217.633 g/mol
* gap between HOMO and LUMO (alpha / beta): 6.8 / 7.7 eV
* HOMO (alpha / beta): -9.084 / -8.772 eV
* relative energy (zero: lowest compared OMol25 entry of this formula, charge and spin): 402.43 kJ/mol

Last column: Löwdin charge in e.
Positions of all 17 atoms, in Å:
1 Cl 5.070 -0.984 0.420  0.78
2 S 2.551 0.711 0.298  0.64
3 O 2.145 0.759 1.665  -0.27
4 O -2.656 1.536 -0.651  -0.01
5 O 3.285 1.758 -0.298  -0.27
6 N 1.606 -1.027 -1.223  0.01
7 C -1.824 0.546 -0.301  -0.01
8 C -2.352 -0.317 0.582  -0.11
9 C 2.869 -1.573 -0.983  -0.15
10 C -3.675 0.114 0.752  -0.09
11 C 1.201 0.045 -0.763  -0.07
12 C 3.524 -0.783 -0.123  -0.78
13 C -3.818 1.260 -0.006  -0.11
14 H -2.029 -1.217 1.115  0.11
15 H -4.410 -0.395 1.318  0.09
16 H -4.492 2.031 -0.319  0.12
17 H 3.006 -2.464 -1.485  0.10

# C7H4FN2O4

The ion C7H4FN2O4 with charge -1 (wB97M-V/def2-TZVPD, OMol25).

Output
* total charge: -1
* M: 199.117 g/mol
* SMILES: O=C([O-])/C=C/[C@@]1(F)C=NC(=O)NC1=O
* gap between HOMO and LUMO: 7.3 eV
* HOMO: -4.828 eV

Last column: Löwdin charge in e.
Positions of all 18 atoms, in Å:
1 F -1.245 -1.426 -1.225  0.03
2 O -1.682 2.850 1.670  0.09
3 O 2.855 -1.456 1.486  -0.08
4 O -0.808 1.271 -2.396  0.10
5 O 3.834 -1.583 -0.600  -0.04
6 N -1.650 0.544 1.604  0.18
7 N -1.560 1.918 -0.367  0.18
8 C -1.622 1.861 0.985  -0.51
9 C -0.717 -0.333 -0.491  -0.31
10 C -0.978 0.962 -1.219  -0.34
11 C -1.230 -0.386 0.875  -0.06
12 C 0.888 -0.488 -0.523  -0.01
13 C 1.449 -1.582 -0.173  -0.04
14 C 2.895 -1.552 0.211  -0.74
15 H -1.366 -1.337 1.330  0.13
16 H 1.516 0.303 -0.800  0.11
17 H -1.580 2.901 -0.723  0.18
18 H 1.001 -2.466 0.356  0.14

# C7H4MnNO4S4Sb

A structure of composition C7H4MnNO4S4Sb (wB97M-V/def2-TZVPD, OMol25).

Output
* spin multiplicity: 5
* total charge: -1
* M: 471.078 g/mol
* gap between HOMO and LUMO (alpha / beta): 5.5 / 6.1 eV
* HOMO (alpha / beta): -4.834 / -4.837 eV
* relative energy (zero: lowest compared OMol25 entry of this formula, charge and spin): 0.00 kJ/mol

Last column: Löwdin charge in e.
Positions of all 22 atoms, in Å:
1 Sb -3.823 -2.197 1.067  -0.16
2 Mn -1.718 0.295 0.396  0.27
3 S -1.507 -1.661 1.522  0.03
4 S -3.971 -3.589 -0.698  -0.27
5 S -3.929 0.180 0.371  0.05
6 S -5.016 -2.449 2.959  -0.25
7 O 0.564 3.358 2.139  0.05
8 O 0.836 -1.849 -2.521  0.14
9 O -1.005 -0.803 -1.790  0.07
10 O -1.172 2.118 1.399  -0.11
11 N 0.377 0.673 -0.091  0.08
12 C 0.188 -0.953 -1.774  -0.46
13 C 1.077 -0.099 -0.919  -0.18
14 C 0.988 1.575 0.657  -0.14
15 C 3.109 0.889 -0.198  -0.03
16 C 2.449 -0.041 -1.007  0.02
17 C 2.372 1.715 0.630  0.03
18 C 0.049 2.453 1.501  -0.61
19 H 4.188 0.965 -0.231  0.11
20 H 2.817 2.472 1.260  0.12
21 H 0.154 -2.363 -2.983  0.14
22 H 2.974 -0.691 -1.690  0.12

| no. | total energy (Ha) | largest force on an atom (eV/Å) |
| --- | --- | --- |
| 1 | -1407.69245 | 3.1 |
| 2 | -779.53173 | 4.2 |
| 3 | -3609.10657 | 0.9 |